Record 1
Below is a cluster of 9 separate species, C48H114O6 in total, with properties calculated with wB97M-V/def2-TZVPD.

Last column: Löwdin charge in e.
Cartesian coordinates (Å):
C1 -0.79390 6.61906 2.51861  -0.113
C2 -1.28633 5.44463 1.69863  -0.297
C3 -1.84837 5.63881 0.33797  -0.241
C4 -2.00230 4.35341 -0.42362  -0.217
C5 -2.36944 4.62159 -1.91104  -0.239
C6 -1.09599 4.76891 -2.68964  -0.098
H1 -1.59418 7.34293 2.83577  0.085
H2 -0.03897 7.22057 1.97500  0.056
H3 -0.23038 6.16535 3.37735  0.083
H4 -0.46726 4.85436 1.44010  0.054
H5 -1.88495 4.86586 2.43667  0.129
H6 -1.27297 6.42961 -0.12120  0.112
H7 -2.84898 6.07551 0.35469  0.116
H8 -1.00586 3.83630 -0.46890  0.087
H9 -2.67954 3.67257 0.06588  0.111
H10 -2.94414 3.76043 -2.15229  0.069
H11 -3.03261 5.53338 -1.88863  0.123
H12 -0.29807 5.15065 -2.03212  0.070
H13 -0.73537 3.78764 -3.03966  0.064
H14 -1.24171 5.33835 -3.55528  0.051
C7 -1.58574 -1.71209 -9.47691  -0.121
C8 -1.17256 -2.41767 -8.21147  -0.262
C9 -1.46542 -1.72160 -6.85232  -0.236
C10 -0.84907 -0.40352 -6.79944  -0.273
C11 -0.62920 0.06220 -5.36907  -0.239
C12 0.04423 1.51829 -5.23140  -0.082
H15 -1.58386 -2.35440 -10.36079  0.077
H16 -0.97447 -0.83589 -9.68045  0.067
H17 -2.56837 -1.35832 -9.26566  0.067
H18 -1.91770 -3.19640 -8.29760  0.091
H19 -0.19263 -2.87761 -8.18023  0.107
H20 -1.18172 -2.41545 -6.04461  0.086
H21 -2.55251 -1.60185 -6.69672  0.126
H22 0.09866 -0.47098 -7.22371  0.099
H23 -1.45470 0.40661 -7.24180  0.136
H24 -1.56279 0.09306 -4.86315  0.085
H25 0.01580 -0.68998 -4.92484  0.093
H26 -0.67667 2.32786 -5.19363  0.047
H27 0.56965 1.58398 -4.25424  0.056
H28 0.71402 1.67447 -6.10363  0.072
C13 -4.81863 0.71835 0.01464  -0.129
C14 -5.71530 -0.47860 -0.06786  -0.253
C15 -4.99729 -1.80250 -0.57545  -0.204
C16 -5.81305 -3.07140 -0.28908  -0.234
C17 -5.03292 -4.33248 -0.69504  -0.280
C18 -3.78688 -4.56471 0.12147  -0.120
H29 -5.21245 1.48291 0.70248  0.085
H30 -4.59435 1.20688 -0.94589  0.072
H31 -3.83502 0.45581 0.39709  0.036
H32 -6.16788 -0.69545 0.88420  0.079
H33 -6.52940 -0.20373 -0.75559  0.109
H34 -4.03709 -1.89349 -0.05031  0.079
H35 -4.79523 -1.64053 -1.64648  0.115
H36 -6.09338 -3.03682 0.80263  0.118
H37 -6.80728 -3.13855 -0.78750  0.115
H38 -5.71531 -5.19376 -0.78510  0.102
H39 -4.79388 -4.23389 -1.81010  0.118
H40 -3.48032 -5.59850 0.13909  0.067
H41 -2.93634 -3.92005 -0.02581  0.044
H42 -4.04149 -4.31548 1.15832  0.074
C19 -6.50078 -0.29355 5.61379  -0.129
C20 -5.81495 -1.14111 4.54238  -0.274
C21 -4.57136 -0.39614 4.10352  -0.238
C22 -3.70268 -1.15049 3.12018  -0.226
C23 -2.33044 -0.55215 2.72974  -0.259
C24 -1.51499 -1.66335 2.11409  -0.101
H43 -7.55078 -0.48627 5.81074  0.056
H44 -6.45811 0.78259 5.24331  0.092
H45 -6.02911 -0.42893 6.60262  0.074
H46 -5.71853 -2.16626 4.83767  0.100
H47 -6.50317 -1.12362 3.69767  0.100
H48 -3.90936 -0.11508 4.96553  0.128
H49 -4.88934 0.55845 3.65846  0.115
H50 -3.56637 -2.19299 3.41272  0.109
H51 -4.21621 -1.22054 2.13328  0.092
H52 -2.54676 0.17135 1.97308  0.071
H53 -1.86438 -0.17545 3.61164  0.099
H54 -0.56418 -1.29515 1.79276  0.048
H55 -1.39890 -2.45344 2.84390  0.069
H56 -2.15858 -2.12799 1.30338  0.076
C25 -1.77703 -4.91531 -4.94115  -0.134
C26 -1.28395 -4.97526 -3.53554  -0.281
C27 -0.34526 -3.83581 -3.23632  -0.197
C28 0.61718 -3.88636 -1.95103  -0.214
C29 1.27930 -2.55544 -1.74443  -0.326
C30 1.91258 -2.47914 -0.36358  -0.116
H57 -0.94052 -4.80298 -5.63796  0.080
H58 -2.44095 -4.11627 -5.10808  0.048
H59 -2.38114 -5.79893 -5.10058  0.076
H60 -2.08289 -5.13821 -2.87425  0.086
H61 -0.69167 -5.89270 -3.59005  0.114
H62 -0.81205 -2.81116 -3.17614  0.108
H63 0.41533 -3.71240 -4.11564  0.136
H64 -0.00616 -3.88194 -1.05344  0.098
H65 1.38144 -4.65698 -1.92703  0.111
H66 1.94126 -2.19972 -2.55307  0.113
H67 0.42495 -1.83979 -1.83268  0.092
H68 2.16360 -1.49012 -0.04059  0.054
H69 1.10110 -2.81946 0.31317  0.063
H70 2.72256 -3.28452 -0.30605  0.098
C31 2.44714 -2.23934 4.24825  -0.106
C32 3.30962 -3.21370 3.35869  -0.239
C33 3.34544 -4.63860 4.01071  -0.233
C34 3.97178 -5.71717 3.15388  -0.281
C35 3.73076 -7.12304 3.66435  -0.305
C36 4.46302 -8.16971 2.87999  -0.146
H71 2.72663 -1.20951 4.00450  0.043
H72 2.61920 -2.29218 5.32168  0.059
H73 1.33704 -2.40072 4.04859  0.079
H74 2.95958 -3.30292 2.30017  0.093
H75 4.25215 -2.72661 3.27850  0.077
H76 2.24633 -4.95480 4.10833  0.126
H77 3.77100 -4.64453 5.10609  0.144
H78 3.68712 -5.60552 2.10542  0.111
H79 5.02687 -5.52748 3.05182  0.105
H80 4.02875 -7.16417 4.73225  0.116
H81 2.63924 -7.31601 3.54554  0.120
H82 4.14130 -9.17000 3.31280  0.086
H83 4.04975 -8.17150 1.86543  0.065
H84 5.59056 -8.10389 2.75338  0.093
C37 2.21092 6.03497 -0.14688  -0.121
O1 1.75776 4.76508 -0.41935  -0.203
C38 2.77739 3.95005 -1.03567  -0.169
C39 3.19258 4.42460 -2.37360  -0.268
O2 4.30670 5.22179 -2.33590  -0.169
C40 4.74460 5.62085 -3.56446  -0.132
H85 2.57342 6.42972 -1.07325  0.070
H86 2.96233 6.16530 0.62220  0.094
H87 1.26464 6.65732 0.10702  0.109
H88 2.52523 2.87699 -1.07162  0.124
H89 3.69321 3.97211 -0.40118  0.142
H90 2.34739 4.91332 -2.83811  0.126
H91 3.35908 3.53249 -3.02717  0.141
H92 5.51473 6.41495 -3.40162  0.111
H93 3.95194 5.93731 -4.25823  0.096
H94 5.19385 4.81568 -4.07628  0.068
C41 2.19156 2.44491 2.55842  -0.091
O3 1.71019 1.68490 1.43774  -0.167
C42 0.31455 1.84823 1.28659  -0.181
C43 -0.10057 1.55891 -0.16658  -0.170
O4 -1.51359 1.32773 -0.29074  -0.201
C44 -1.81139 0.96244 -1.62830  -0.098
H95 1.91661 1.98480 3.50742  0.085
H96 1.80559 3.48064 2.61769  0.090
H97 3.28857 2.62728 2.51320  0.081
H98 0.00036 2.76852 1.61292  0.073
H99 -0.16811 1.09545 1.88151  0.108
H100 0.48497 0.64259 -0.37139  0.126
H101 0.10171 2.35812 -0.84969  0.091
H102 -2.13131 1.85753 -2.13969  0.066
H103 -2.72509 0.30593 -1.65312  0.081
H104 -1.04755 0.33874 -2.14610  0.089
C45 6.48640 3.82423 6.36189  -0.040
O5 7.61735 3.82117 5.42513  -0.179
C46 7.66850 2.63184 4.70154  -0.262
C47 6.93039 2.62090 3.37970  -0.181
O6 5.51531 2.46545 3.52126  -0.226
C48 5.09478 1.17035 3.99185  -0.088
H105 6.71235 3.07022 7.10817  0.091
H106 5.62581 3.60710 5.78727  0.060
H107 6.38524 4.86401 6.60710  0.086
H108 7.51293 1.74606 5.37913  0.128
H109 8.70642 2.34221 4.48609  0.122
H110 7.32422 1.90943 2.65424  0.122
H111 6.98399 3.60663 2.95439  0.125
H112 4.03503 1.31610 3.97116  0.042
H113 5.29656 0.91495 5.07345  0.103
H114 5.48026 0.48942 3.26325  0.086

Values from the calculation:
**Largest force on an atom**: 0.0625 Eh/bohr
**Relative energy (zero: lowest compared OMol25 entry of this formula, charge and spin)**: 2.871 eV
**M**: 787.43 Da
**SMILES string**: CCCCCC.CCCCCC.CCCCCC.CCCCCC.CCCCCC.CCCCCC.COCCOC.COCCOC.COCCOC
**LUMO energy**: 0.7 eV
**Orbital gap**: 10.1983 eV
**Total charge**: 0

***

Record 2
Below is a cluster of 9 separate species, C48H116N10O9 in total, with properties calculated with wB97M-V/def2-TZVPD.

Last column: Mulliken spin population.
Cartesian coordinates (Å):
C1 -5.10815 0.50099 -2.14031  0.000
C2 -5.76495 0.51242 -0.76248  0.000
C3 -6.73575 -0.65631 -0.84524  0.000
C4 -7.27775 -1.07636 0.55945  0.000
C5 -6.12019 -1.43532 1.48885  0.000
C6 -5.14414 -0.18690 1.61666  0.000
N1 -4.76690 0.25825 0.24936  -0.001
O1 -3.77560 1.20629 0.19024  0.001
C7 -5.69946 0.89728 2.65113  0.001
C8 -3.87757 -0.79204 2.24036  0.000
C9 -6.47773 1.87756 -0.50622  0.000
H1 -4.11909 0.05041 -2.22298  0.000
H2 -5.01514 1.52094 -2.51336  0.000
H3 -5.56550 -0.01756 -2.98295  0.000
H4 -7.62633 -0.44280 -1.43635  0.000
H5 -6.28507 -1.62462 -1.06280  0.000
H6 -7.96290 -1.92369 0.53295  0.000
H7 -7.82791 -0.21094 0.92888  0.000
H8 -5.68122 -2.33632 1.06037  0.000
H9 -6.59806 -1.62569 2.44985  0.000
H10 -5.22678 1.86194 2.46646  -0.001
H11 -6.78128 0.94482 2.52667  0.000
H12 -5.60792 0.63432 3.70497  0.000
H13 -4.01099 -1.32966 3.17912  0.000
H14 -3.33004 -1.49690 1.61465  0.000
H15 -3.19454 -0.06108 2.67310  0.000
H16 -6.91828 2.28791 -1.41484  0.000
H17 -5.87418 2.64481 -0.02129  0.000
H18 -7.32130 1.93617 0.18158  0.000
H19 -3.06927 0.58493 -0.00107  0.000
C10 1.26942 5.84267 1.98923  0.085
C11 0.40513 5.68660 3.19576  0.003
C12 -0.32074 7.05461 3.39357  0.019
C13 -1.41847 7.35000 2.31804  -0.013
C14 -2.32994 6.12382 2.17043  0.024
C15 -1.66056 4.77122 1.91691  0.004
N2 -0.58041 4.62011 2.95168  0.665
O2 -0.00587 3.38816 2.98454  0.091
C16 -2.71925 3.59875 2.21020  0.041
C17 -1.17113 4.66570 0.40384  0.083
C18 1.18135 5.37436 4.53444  0.016
H20 0.86424 6.43107 1.16600  -0.002
H21 1.53942 4.89226 1.52889  -0.006
H22 2.19477 6.38296 2.18909  0.005
H23 -0.70275 7.20709 4.40299  0.001
H24 0.47778 7.78580 3.26767  -0.002
H25 -0.97636 7.63015 1.36191  0.001
H26 -2.00595 8.22449 2.59774  0.001
H27 -3.02007 6.43683 1.38694  -0.001
H28 -2.82953 6.10752 3.13905  -0.010
H29 -2.22509 2.64088 2.04768  -0.001
H30 -3.01143 3.66453 3.25824  -0.009
H31 -3.62536 3.75513 1.62488  0.005
H32 -0.53003 3.81451 0.17455  -0.006
H33 -2.08651 4.62791 -0.18668  0.002
H34 -0.66201 5.59038 0.13207  0.005
H35 1.88320 4.57375 4.30090  -0.001
H36 0.48318 5.08590 5.32021  -0.005
H37 1.77369 6.21592 4.89360  0.000
H38 -0.41650 2.96723 3.74335  0.019
C19 -4.03304 -5.55650 -5.40086  0.000
C20 -2.72774 -5.06763 -4.71548  0.000
C21 -2.16472 -3.95338 -5.64092  0.000
C22 -1.21975 -2.96204 -4.93737  0.000
C23 -1.94477 -2.40647 -3.67847  0.000
C24 -2.46234 -3.52986 -2.71884  0.000
N3 -3.20909 -4.52291 -3.44646  0.000
O3 -3.77209 -5.48183 -2.56119  0.000
C25 -1.20217 -4.05658 -2.08010  0.000
C26 -3.37632 -2.87180 -1.70338  0.000
C27 -1.68074 -6.17626 -4.68199  0.000
H39 -4.80527 -4.80725 -5.57521  0.000
H40 -4.47839 -6.47314 -5.01419  0.000
H41 -3.70822 -5.93075 -6.37170  0.000
H42 -1.48106 -4.29776 -6.41689  0.000
H43 -2.94930 -3.34995 -6.09745  0.000
H44 -0.96826 -2.13214 -5.59777  0.000
H45 -0.33859 -3.45692 -4.52904  0.000
H46 -2.65622 -1.63161 -3.96405  0.000
H47 -1.12992 -1.91198 -3.14972  0.000
H48 -0.78770 -3.36774 -1.34401  0.000
H49 -1.29208 -4.91155 -1.41001  0.000
H50 -0.29604 -4.22468 -2.66214  0.000
H51 -3.06555 -1.83862 -1.54830  0.000
H52 -4.44347 -2.92749 -1.91827  0.000
H53 -3.19601 -3.44459 -0.79371  0.000
H54 -1.45433 -6.52417 -5.68986  0.000
H55 -1.98383 -7.01820 -4.05958  0.000
H56 -0.74198 -5.90214 -4.20065  0.000
H57 -2.98835 -6.00063 -2.36578  0.000
C28 0.77164 -3.14669 4.81725  0.000
C29 0.64958 -2.79211 3.31540  0.000
C30 -0.26204 -3.83594 2.53938  0.000
O4 0.20833 -5.18007 2.58916  0.000
C31 1.30083 -5.37832 1.63065  0.000
N4 0.04371 -1.41353 3.32115  0.000
H58 -0.25330 -3.19131 5.18548  0.000
H59 1.35440 -2.37034 5.31302  0.000
H60 1.31301 -4.08841 4.90788  0.000
H61 1.64462 -2.70742 2.87857  0.000
H62 -0.30077 -3.42633 1.53001  0.000
H63 -1.25899 -3.80109 2.97867  0.000
H64 2.20083 -5.06925 2.16223  0.000
H65 1.26511 -4.90387 0.64997  0.000
H66 1.45747 -6.39502 1.27027  0.000
H67 0.69715 -0.82666 3.81984  0.000
H68 -0.77397 -1.33205 3.90838  0.000
C32 3.38934 -1.66391 0.26166  0.000
C33 4.43349 -2.40552 -0.57561  0.000
C34 3.84576 -3.66379 -1.25916  0.000
O5 3.57671 -4.68750 -0.32834  0.000
C35 4.68018 -5.48603 0.07033  0.000
N5 4.80100 -1.42665 -1.63921  0.000
H69 3.75769 -0.66407 0.49129  0.000
H70 2.95565 -2.15991 1.13000  0.000
H71 2.58035 -1.52842 -0.45617  0.000
H72 5.28737 -2.62308 0.06599  0.000
H73 4.54234 -4.01731 -2.01936  0.000
H74 2.96919 -3.42181 -1.86015  0.000
H75 5.08229 -6.09869 -0.73655  0.000
H76 4.38063 -6.28634 0.74700  0.000
H77 5.46315 -4.87370 0.51766  0.000
H78 3.90207 -1.15352 -2.00990  0.000
H79 5.23882 -0.55883 -1.36480  0.000
C36 3.87770 -0.17560 -4.82869  0.000
C37 2.78819 0.46710 -3.84432  0.000
C38 1.59004 0.97025 -4.63115  0.000
O6 1.89841 2.02950 -5.50617  0.000
C39 0.68066 2.50710 -6.20600  0.000
N6 2.24477 -0.47395 -2.91865  0.000
H80 4.81940 -0.43720 -4.34614  0.000
H81 4.16083 0.64006 -5.49399  0.000
H82 3.53958 -1.12637 -5.24079  0.000
H83 3.27909 1.28843 -3.32228  0.000
H84 0.94618 1.45210 -3.89539  0.000
H85 1.08010 0.15155 -5.13890  0.000
H86 -0.09705 1.81208 -6.52257  0.000
H87 1.08533 2.98280 -7.09934  0.000
H88 0.18525 3.37229 -5.76543  0.000
H89 1.87254 -1.09779 -3.62033  0.000
H90 1.44073 -0.15872 -2.39495  0.000
C40 2.43729 0.91533 3.15612  0.001
C41 3.13183 0.30139 4.35164  0.000
C42 4.64589 0.08051 4.12506  0.000
O7 4.86023 -1.08225 3.33217  0.000
C43 6.24007 -1.37037 3.20869  0.000
N7 2.78830 1.24854 5.43689  0.000
H91 1.39161 1.16028 3.34229  -0.001
H92 2.47938 0.35361 2.22294  0.000
H93 2.83267 1.91508 2.97648  0.000
H94 2.76619 -0.67893 4.65720  0.000
H95 5.05612 -0.25085 5.07900  0.000
H96 5.09903 1.04477 3.89491  0.000
H97 6.52039 -1.88713 2.29082  0.000
H98 6.57534 -1.85319 4.12662  0.000
H99 6.82732 -0.46515 3.05438  0.000
H100 3.12135 0.94079 6.33937  0.000
H101 1.81094 1.38041 5.65480  0.000
C44 5.57517 5.04850 -0.35525  0.000
C45 5.57791 3.50222 -0.50485  0.000
C46 4.26158 2.74086 -0.73941  0.000
O8 3.43898 2.97954 0.39770  0.000
C47 2.12542 2.60109 0.16491  -0.011
N8 6.54937 3.19866 -1.53882  0.000
H102 4.92586 5.57810 -1.05240  0.000
H103 6.61190 5.38108 -0.30338  0.000
H104 5.13133 5.35919 0.59056  0.000
H105 5.96500 3.13026 0.44379  0.000
H106 4.54842 1.69093 -0.79831  0.000
H107 3.73119 2.95175 -1.66802  0.000
H108 1.59137 2.90083 1.06660  -0.003
H109 2.04037 1.53899 -0.06489  0.000
H110 1.72713 3.18304 -0.66623  0.000
H111 6.31083 3.68392 -2.39188  0.000
H112 7.37513 3.73268 -1.30851  0.000
C48 -0.34388 -0.00154 -0.04653  0.000
O9 -0.06895 0.28781 -1.19392  0.000
N9 -0.77378 0.81274 0.89966  -0.002
N10 0.00072 -1.13400 0.47228  0.000
H113 -1.01257 0.49962 1.82973  0.001
H114 -1.04744 1.74965 0.64002  -0.001
H115 0.43963 -1.73683 -0.20894  0.000
H116 -0.05296 -1.33465 1.46069  0.000

Values from the calculation:
**Largest force on an atom**: 0.0800 Eh/bohr
**Multiplicity**: 2
**M**: 977.52 Da
**⟨S²⟩**: 0.75
**LUMO energy (alpha / beta)**: -2.8 / -6.7 eV
**Orbital gap (alpha / beta)**: 6.8558 / 2.9504 eV
**Total charge**: +1